# C4H4F3O3S

A structure of composition C4H4F3O3S at a distorted geometry (ωB97M-V/def2-TZVPD, OMol25).

Each line ends with the Löwdin charge.
Element x y z (Å)
C  -0.141  2.366  -0.188  -0.069
C  -0.998  3.357  -0.071  -0.370
C  0.591  -0.341  -0.443  -0.173
C  -0.618  0.388  -0.330  -0.254
O  -0.726  0.483  -2.896  -0.355
O  -1.874  -1.372  -1.741  -0.389
O  -2.830  0.851  -1.742  -0.368
F  1.158  2.697  -0.174  0.029
F  -0.636  4.648  -0.042  0.094
F  -2.310  3.203  0.008  0.114
S  -1.596  0.087  -1.810  0.385
H  0.139  -1.368  -0.521  0.105
H  1.365  -0.222  0.276  0.073
H  0.988  -0.119  -1.415  0.073
H  -1.048  0.358  0.665  0.104

Properties
energy above the lowest of the compared OMol25 structures with the same formula, charge and spin: 18.1 kcal/mol
DFT total energy: -29341.956 eV
net charge: -1